Entry 1:
Molecular formula: C34H88CaN3O14
Method: DFT, wB97M-V/def2-TZVPD

```
140
Properties=species:S:1:pos:R:3:lowdin_charge:R:1
Ca -7.492 -5.059 32.699 1.5580
C -5.112 -4.105 29.248 0.0236
C -5.896 -4.262 30.533 -0.6855
O -5.358 -4.730 31.565 -0.1028
O -7.138 -3.982 30.558 -0.1622
H -5.545 -3.289 28.673 0.0632
H -5.101 -5.031 28.675 0.0743
H -4.078 -3.867 29.499 0.0597
C -1.835 -5.741 31.652 -0.1699
O -1.820 -6.880 32.483 -0.1139
H -0.878 -5.425 31.227 0.0803
H -2.567 -5.918 30.865 0.0711
H -2.215 -4.858 32.183 0.0615
H -1.551 -6.660 33.376 0.0710
C -5.405 -0.486 26.930 -0.1333
O -6.477 -0.936 26.087 -0.1401
H -4.777 0.238 26.420 0.0822
H -5.880 0.043 27.765 0.0724
H -4.859 -1.363 27.279 0.0463
H -6.947 -1.606 26.606 0.0143
C -7.903 1.827 31.703 -0.0998
O -7.158 0.631 31.570 -0.2346
C -5.769 0.863 31.598 -0.2205
C -5.085 -0.481 31.524 -0.2098
N -3.643 -0.388 31.670 -0.0379
C -3.062 -1.744 31.648 -0.1916
C -1.546 -1.610 31.698 -0.2221
O -1.203 -0.790 32.795 -0.1937
C 0.180 -0.543 32.878 -0.1049
H -8.965 1.649 31.844 0.0850
H -7.808 2.463 30.815 0.0952
H -7.462 2.407 32.521 0.0904
H -5.481 1.395 32.518 0.1283
H -5.445 1.528 30.787 0.1345
H -5.285 -0.981 30.571 0.1248
H -5.525 -1.087 32.336 0.1024
H -3.424 -0.033 32.598 0.1118
H -3.381 -2.178 30.701 0.0916
H -3.439 -2.330 32.496 0.1048
H -1.268 -1.085 30.779 0.1207
H -1.054 -2.585 31.749 0.1130
H 0.765 -1.462 32.767 0.0876
H 0.369 -0.126 33.867 0.0891
H 0.526 0.186 32.139 0.0931
C -4.967 -3.734 34.852 -0.0892
O -5.801 -4.793 34.429 -0.3183
C -5.366 -6.030 35.040 -0.1732
C -6.222 -7.218 34.628 -0.1770
N -6.503 -7.191 33.177 -0.1551
C -7.578 -8.168 32.863 -0.1797
C -7.895 -8.074 31.372 -0.1631
O -8.400 -6.752 31.057 -0.3001
C -8.653 -6.541 29.678 -0.0766
H -5.231 -3.387 35.854 0.1037
H -5.112 -2.905 34.159 0.0671
H -3.895 -3.938 34.783 0.1029
H -5.347 -5.893 36.124 0.1363
H -4.330 -6.171 34.720 0.1278
H -7.126 -7.270 35.238 0.1280
H -5.648 -8.111 34.893 0.1375
H -5.691 -7.593 32.710 0.1405
H -8.490 -7.851 33.383 0.1264
H -7.311 -9.185 33.153 0.1380
H -8.660 -8.783 31.059 0.1377
H -6.949 -8.178 30.831 0.1317
H -7.752 -6.528 29.061 0.0897
H -9.078 -5.541 29.587 0.0827
H -9.400 -7.234 29.288 0.1051
C -5.041 -7.950 27.634 -0.1229
O -4.176 -9.028 27.333 -0.1765
C -3.598 -8.873 26.047 -0.2258
C -2.845 -10.121 25.614 -0.1976
N -3.684 -11.015 24.810 -0.0707
C -2.905 -11.987 24.081 -0.2290
C -3.729 -13.052 23.384 -0.2313
O -2.817 -13.868 22.661 -0.1917
C -3.459 -14.710 21.752 -0.1350
H -4.758 -7.059 27.062 0.0630
H -4.876 -7.682 28.680 0.0786
H -6.085 -8.175 27.411 0.0813
H -2.920 -8.007 26.050 0.1190
H -4.363 -8.630 25.300 0.1183
H -2.473 -10.684 26.480 0.1250
H -1.958 -9.830 25.050 0.1203
H -4.339 -11.449 25.449 0.1154
H -2.155 -12.495 24.703 0.1253
H -2.384 -11.527 23.235 0.1281
H -4.459 -12.618 22.693 0.1224
H -4.264 -13.715 24.078 0.1251
H -2.697 -15.212 21.153 0.0890
H -4.114 -14.186 21.045 0.0878
H -4.032 -15.512 22.239 0.0888
C -2.998 -3.456 25.867 -0.0638
C -1.943 -2.484 26.387 -0.4804
C -1.829 -2.418 27.903 -0.0538
O -0.669 -2.840 25.837 -0.0443
H -3.971 -3.427 26.362 0.0623
H -2.641 -4.489 25.970 0.0770
H -3.149 -3.300 24.798 0.0893
H -2.202 -1.502 25.983 0.1330
H -1.863 -3.438 28.294 0.0773
H -2.733 -1.922 28.270 0.0589
H -0.932 -1.878 28.190 0.0812
H -0.737 -3.709 25.434 0.0760
C -10.001 -2.768 27.466 -0.0456
C -8.984 -1.802 28.046 -0.4538
C -9.389 -1.322 29.430 -0.0527
O -7.688 -2.396 28.165 -0.0987
H -9.868 -2.912 26.396 0.0803
H -11.007 -2.356 27.589 0.0850
H -9.993 -3.715 28.011 0.0702
H -8.926 -0.930 27.388 0.1425
H -10.255 -0.658 29.464 0.0903
H -8.577 -0.715 29.846 0.0702
H -9.555 -2.134 30.142 0.0733
H -7.594 -2.699 29.081 0.0431
C -7.644 -0.807 34.808 -0.0212
C -8.359 -1.923 34.055 -0.4481
C -9.548 -1.394 33.256 -0.0390
O -7.473 -2.613 33.160 -0.1727
H -7.522 0.081 34.191 0.0773
H -6.690 -1.230 35.133 0.0729
H -8.162 -0.544 35.730 0.0917
H -8.718 -2.692 34.752 0.1380
H -9.215 -0.699 32.479 0.0610
H -10.224 -0.774 33.851 0.0956
H -10.143 -2.180 32.789 0.0794
H -7.304 -2.010 32.413 0.0823
C -5.653 -5.643 24.460 -0.0697
C -6.959 -5.929 25.141 -0.4839
C -7.391 -4.784 26.060 -0.0317
O -7.978 -6.111 24.152 -0.0447
H -4.787 -5.605 25.133 0.0532
H -5.628 -4.673 23.950 0.0902
H -5.355 -6.318 23.649 0.0842
H -6.872 -6.870 25.701 0.1107
H -8.455 -4.905 26.255 0.0724
H -7.108 -3.815 25.660 0.0820
H -6.942 -4.917 27.049 0.0573
H -7.751 -6.900 23.649 0.0890
```

total charge	+1
energy relative to the best compared isomer or geometry (same formula, charge and spin)	0.0	kJ/mol
2S+1	1


Entry 2:
Molecular formula: C11H18Cl8FNO6S
Method: DFT, wB97M-V/def2-TZVPD

```
46
Properties=species:S:1:pos:R:3:lowdin_charge:R:1
O -0.833 2.070 4.079 -0.0667
C -0.291 3.143 3.778 -0.7166
O -0.856 4.234 3.532 -0.1063
C 1.283 3.137 3.608 -0.2114
N 1.695 4.524 3.267 -0.0858
S 3.018 4.886 2.436 0.5541
O 2.683 5.251 1.085 -0.3242
O 3.806 5.858 3.137 -0.3078
F 3.841 3.580 2.246 -0.1704
C 2.108 2.571 4.831 -0.7177
O 1.511 2.016 5.764 -0.0494
O 3.352 2.746 4.731 -0.1139
H 1.433 2.481 2.743 0.0117
H 1.659 5.119 4.084 0.1230
Cl -0.168 -1.427 1.435 0.5439
C 0.871 -0.659 0.213 -0.7094
C 2.292 -0.494 0.696 -0.6800
Cl 2.380 0.722 1.994 0.7291
H 0.435 0.304 -0.045 0.0773
H 0.831 -1.303 -0.664 -0.0178
H 2.933 -0.138 -0.102 0.0119
H 2.693 -1.437 1.067 0.0661
Cl -1.971 -1.796 -1.789 0.5536
C -2.903 -3.304 -1.900 -0.6762
C -2.744 -4.153 -0.665 -0.6589
Cl -1.098 -4.825 -0.523 0.5278
H -2.584 -3.840 -2.791 0.0644
H -3.948 -3.021 -2.017 0.0115
H -3.428 -4.999 -0.714 0.0672
H -2.952 -3.582 0.236 0.0711
Cl 2.772 -1.385 -2.346 0.6409
C 4.268 -0.865 -3.156 -0.6419
C 5.257 -1.991 -3.311 -0.6743
Cl 5.927 -2.527 -1.749 0.5407
H 4.687 -0.042 -2.582 0.0760
H 3.986 -0.493 -4.140 0.0699
H 6.097 -1.657 -3.919 0.0668
H 4.799 -2.853 -3.790 0.0624
Cl -5.210 -0.421 -0.801 0.5781
C -6.068 -0.187 -2.336 -0.6667
C -7.262 -1.096 -2.477 -0.6583
Cl -6.801 -2.813 -2.660 0.5317
H -5.356 -0.338 -3.145 0.0689
H -6.403 0.849 -2.358 0.0729
H -7.825 -0.827 -3.370 0.0670
H -7.918 -1.021 -1.614 0.0659
```

total charge	-2
energy relative to the best compared isomer or geometry (same formula, charge and spin)	0.0	kJ/mol
2S+1	1


Entry 3:
Molecular formula: C20H54LiO19
Method: DFT, wB97M-V/def2-TZVPD

```
94
Properties=species:S:1:pos:R:3:lowdin_charge:R:1
Li 5.010 -1.649 -3.117 0.8758
C -0.988 -2.255 -2.493 -0.0450
C -1.969 -1.764 -1.657 -0.3763
C -1.716 -0.668 -0.627 -0.4197
O -2.565 -0.213 0.230 -0.1018
C -0.480 -0.153 -0.522 -0.0436
C 0.672 -0.626 -1.335 -0.3512
C 0.352 -1.749 -2.363 -0.4209
O 1.219 -2.143 -3.147 -0.1077
O 1.848 -0.182 -1.308 -0.1116
O -3.114 -2.325 -1.857 -0.0921
H -1.129 -3.037 -3.225 0.0878
H -0.271 0.564 0.258 0.0867
C 3.363 -5.610 5.822 -0.0805
O 3.612 -5.445 4.414 -0.1694
C 4.284 -4.297 4.015 -0.2453
C 3.354 -3.121 3.877 -0.2235
O 2.790 -2.774 5.111 -0.1918
C 1.977 -1.640 5.188 -0.1026
H 3.404 -4.662 6.357 0.0749
H 4.284 -6.067 6.184 0.0751
H 2.514 -6.223 6.126 0.0894
H 4.764 -4.448 3.049 0.1264
H 5.056 -3.970 4.711 0.1214
H 2.677 -3.419 3.077 0.1373
H 4.010 -2.332 3.510 0.1231
H 1.685 -1.479 6.226 0.0845
H 1.078 -1.831 4.603 0.0971
H 2.434 -0.695 4.893 0.0844
C -2.086 5.528 -4.502 -0.1052
O -3.118 4.791 -5.148 -0.1971
C -3.192 3.439 -4.731 -0.1756
C -4.614 2.901 -5.099 -0.1816
O -4.727 2.767 -6.490 -0.2306
C -6.007 2.758 -7.135 -0.0893
H -1.540 4.907 -3.791 0.0854
H -2.537 6.335 -3.925 0.0771
H -1.494 6.010 -5.279 0.0803
H -3.145 3.493 -3.643 0.1157
H -2.359 2.797 -5.018 0.1296
H -5.446 3.520 -4.762 0.1188
H -4.812 1.863 -4.835 0.1291
H -6.549 3.665 -6.867 0.0781
H -6.554 1.942 -6.664 0.0802
H -5.875 2.629 -8.210 0.0845
C -0.841 6.430 2.793 -0.1107
O -0.688 6.623 4.164 -0.1898
C 0.448 7.321 4.655 -0.1868
C 0.097 7.796 6.072 -0.2163
O -0.762 6.949 6.823 -0.1576
C -0.656 7.239 8.218 -0.1204
H -1.590 5.648 2.669 0.0974
H 0.098 6.098 2.351 0.0833
H -1.118 7.363 2.302 0.0834
H 0.978 8.033 4.023 0.1244
H 1.196 6.539 4.786 0.1169
H -0.451 8.738 6.095 0.1194
H 1.050 8.030 6.545 0.1150
H -1.450 6.860 8.861 0.0839
H -0.670 8.295 8.485 0.0762
H 0.281 6.893 8.654 0.0816
O 1.050 -4.138 -7.449 -0.0604
H 0.133 -3.919 -7.618 0.0325
H 1.248 -3.711 -6.615 0.0324
O 7.395 -1.938 -0.228 -0.0578
H 8.172 -2.440 0.021 0.0325
H 7.349 -1.232 0.417 0.0345
O -7.044 -2.466 2.150 -0.0574
H -7.232 -2.032 2.982 0.0186
H -6.181 -2.137 1.897 0.0373
O -7.604 2.129 -0.468 -0.0563
H -6.715 1.899 -0.197 0.0355
H -7.862 2.832 0.128 0.0198
O -4.616 -7.076 -4.045 -0.0531
H -4.425 -7.402 -4.924 0.0165
H -3.884 -6.493 -3.841 0.0348
O -0.540 -7.664 -5.983 -0.0517
H 0.003 -6.958 -6.334 0.0190
H -1.155 -7.866 -6.688 0.0249
O 6.698 -3.883 -5.021 -0.0574
H 6.273 -4.735 -5.117 0.0396
H 7.138 -3.738 -5.859 0.0352
C 0.204 -7.751 -0.298 -0.2050
O -0.745 -8.622 -0.762 -0.1090
H 0.527 -7.907 0.731 0.0795
H 1.104 -7.850 -0.906 0.0697
H -0.147 -6.734 -0.474 0.0846
H -0.693 -8.608 -1.721 0.0796
C 5.241 3.702 1.700 -0.1298
O 5.900 2.565 1.031 -0.1449
H 5.931 4.262 2.331 0.0709
H 4.766 4.354 0.967 0.0717
H 4.443 3.367 2.363 0.0708
H 5.242 2.202 0.433 0.0621
```

total charge	-1
2S+1	1


Entry 4:
Molecular formula: C27H25GaN5O2
Method: DFT, wB97M-V/def2-TZVPD

```
60
Properties=species:S:1:pos:R:3:lowdin_charge:R:1
Ga 0.003 0.297 -0.021 0.6241
O 1.188 2.941 -2.825 0.0908
C 0.902 1.975 -2.144 -0.4660
N 0.905 1.869 -0.799 0.0275
C 1.947 2.379 -0.016 -0.2019
C 2.698 3.506 -0.306 -0.0179
C 3.810 3.800 0.469 -0.0827
C 4.163 2.974 1.521 -0.0811
C 3.421 1.846 1.826 -0.0063
C 2.299 1.543 1.068 -0.1879
N 1.432 0.471 1.299 0.0658
C 1.676 -0.515 2.185 -0.4491
O 2.698 -0.762 2.795 0.0885
C 0.403 -1.263 2.488 -0.1634
C 0.331 -2.007 3.659 0.0294
C -0.900 -2.467 4.081 -0.0203
C -2.016 -2.167 3.310 -0.0299
C -1.850 -1.463 2.131 -0.1072
N -0.661 -1.027 1.718 0.0669
C 0.568 0.644 -2.778 -0.1519
C 0.567 0.513 -4.160 0.0349
C 0.510 -0.754 -4.712 -0.0143
C 0.479 -1.852 -3.863 -0.0197
C 0.485 -1.640 -2.497 -0.0909
N 0.531 -0.424 -1.968 0.0706
H 2.432 4.119 -1.152 0.1037
H 4.405 4.670 0.239 0.1039
H 5.037 3.198 2.112 0.1042
H 3.723 1.195 2.630 0.1037
H 1.242 -2.164 4.215 0.1280
H -0.990 -3.022 5.000 0.1190
H -3.001 -2.468 3.625 0.1121
H -2.699 -1.226 1.501 0.1056
H 0.648 1.407 -4.757 0.1280
H 0.526 -0.889 -5.782 0.1195
H 0.480 -2.857 -4.251 0.1149
H 0.489 -2.466 -1.795 0.1284
C -4.292 3.514 0.168 0.0091
N -2.822 3.397 0.119 -0.1681
C -2.281 2.709 1.305 0.0109
C -2.353 2.740 -1.153 -0.0737
C -2.767 1.293 -1.262 -0.2431
C -3.968 0.986 -1.904 -0.0481
C -4.387 -0.324 -2.040 -0.0593
C -3.581 -1.345 -1.565 -0.0562
C -2.381 -1.037 -0.949 -0.1504
C -1.950 0.277 -0.753 -0.1366
H -4.600 4.001 1.091 0.1111
H -4.746 2.525 0.111 0.1062
H -4.648 4.113 -0.668 0.1148
H -2.436 4.348 0.114 0.1958
H -2.715 1.712 1.379 0.1039
H -2.504 3.276 2.209 0.1172
H -1.197 2.594 1.203 0.1000
H -1.260 2.807 -1.171 0.1107
H -2.759 3.317 -1.989 0.1453
H -4.571 1.783 -2.322 0.1165
H -5.319 -0.549 -2.537 0.1120
H -3.883 -2.376 -1.671 0.1133
H -1.737 -1.841 -0.611 0.0895
```

total charge	+1
2S+1	1


no.,HOMO (eV),gap between HOMO and LUMO (eV),maximum force (eV Å⁻¹)
1,-10.3,7.17,2.17
2,-0.7,3.76,1.55
3,-2.6,2.39,5.96
4,-9.8,7.03,0.92